Below is a cluster of 5 separate species, C32H34Br2F4N3OS in total, with properties calculated with wB97M-V/def2-TZVPD.

Summary:
Gap between HOMO and LUMO ... 7.64 eV
Strongest force on any atom ... 0.017 Eh/bohr
Calculated total energy ... -202036.93353 eV
E_HOMO ... -10.685 eV

Structure (ORCA input):
```
! RIJCOSX wB97M-V def2-TZVPD def2/J DEFGRID3
* xyz 1 1
O -1.56 -1.40 -1.57
C -2.34 -0.41 -1.27
N -1.99 0.64 -0.57
C -0.71 0.99 0.04
C -0.10 2.20 -0.67
C 1.04 1.78 -1.59
Br 1.71 3.32 -2.54
N -3.04 1.53 -0.46
C -4.03 0.99 -1.11
C -5.38 1.60 -1.26
C -5.29 3.13 -1.17
C -6.53 3.90 -1.66
Br -8.12 2.85 -1.94
N -3.64 -0.24 -1.63
S -4.55 -1.37 -2.52
H -2.04 -2.11 -2.02
H -0.03 0.14 0.05
H -0.92 1.26 1.07
H -0.85 2.71 -1.27
H 0.26 2.91 0.06
H 0.68 1.05 -2.32
H 1.88 1.38 -1.04
H -5.97 1.23 -0.42
H -5.83 1.26 -2.19
H -5.07 3.38 -0.13
H -4.43 3.46 -1.75
H -6.30 4.39 -2.60
H -6.76 4.69 -0.95
H -4.72 -0.63 -3.62
F 1.58 0.34 3.02
C 1.36 -0.97 3.27
C 0.89 -1.36 4.51
C 0.66 -2.71 4.75
C 0.90 -3.64 3.75
C 1.36 -3.23 2.51
C 1.59 -1.89 2.26
H 0.72 -0.61 5.27
H 0.29 -3.02 5.71
H 0.72 -4.69 3.94
H 1.56 -3.96 1.73
H 1.96 -1.55 1.30
F 3.96 -2.84 -1.79
C 4.46 -1.80 -2.50
C 5.77 -1.84 -2.91
C 6.27 -0.77 -3.64
C 5.46 0.32 -3.94
C 4.14 0.33 -3.51
C 3.63 -0.74 -2.79
H 6.39 -2.69 -2.66
H 7.30 -0.78 -3.98
H 5.86 1.15 -4.51
H 3.50 1.18 -3.74
H 2.60 -0.75 -2.45
F -2.62 3.25 -3.33
C -2.25 3.47 -4.63
C -1.01 4.01 -4.88
C -0.63 4.22 -6.20
C -1.50 3.89 -7.23
C -2.75 3.36 -6.95
C -3.13 3.14 -5.63
H -0.35 4.26 -4.05
H 0.34 4.63 -6.42
H -1.20 4.06 -8.26
H -3.43 3.12 -7.75
H -4.10 2.72 -5.39
F 0.66 -4.66 7.17
C 1.77 -4.50 7.93
C 2.87 -5.28 7.65
C 4.01 -5.11 8.43
C 4.02 -4.19 9.47
C 2.89 -3.42 9.73
C 1.75 -3.58 8.95
H 2.84 -5.99 6.84
H 4.89 -5.71 8.23
H 4.90 -4.07 10.08
H 2.89 -2.71 10.54
H 0.86 -2.99 9.13
*
```

Below is a structure of composition C32H34BrF2N4OTi at a distorted geometry, with properties calculated with wB97M-V/def2-TZVPD.

Summary:
ΔE to the lowest compared entry with this formula, charge and spin ... 2.239 eV
Gap between HOMO and LUMO (spin up / spin down) ... 4.20 / 7.29 eV
Strongest force on any atom ... 0.034 Eh/bohr
Calculated total energy ... -140334.23176 eV
E_HOMO (spin up / spin down) ... -1.626 / -4.732 eV

Structure (ORCA input):
```
! RIJCOSX wB97M-V def2-TZVPD def2/J DEFGRID3
* xyz -1 3
Ti -0.51 0.26 0.53
O -0.67 -0.35 -2.09
C -0.48 0.46 -3.22
C -0.27 1.91 -2.88
C 0.19 2.82 -3.81
C 0.26 4.17 -3.45
C -0.15 4.52 -2.16
C -0.58 3.54 -1.30
N -0.63 2.24 -1.63
H -1.03 0.25 -1.38
H -1.37 0.38 -3.88
H 0.37 0.07 -3.78
H 0.47 2.49 -4.80
H 0.59 4.92 -4.16
H -0.14 5.56 -1.85
H -0.94 3.78 -0.31
C 3.45 1.15 -0.96
C 3.88 1.98 0.10
C 2.92 2.48 0.95
C 1.58 2.10 0.83
N 1.21 1.12 -0.08
C 2.14 0.77 -0.99
C 0.49 2.69 1.58
C 0.64 3.89 2.30
C -0.43 4.41 2.99
C -1.65 3.74 3.00
C -1.79 2.56 2.29
C -0.75 2.02 1.54
H 4.14 0.84 -1.73
H 4.92 2.25 0.21
H 3.20 3.17 1.73
H 1.78 0.15 -1.81
H 1.58 4.42 2.29
H -0.31 5.33 3.55
H -2.48 4.15 3.57
H -2.74 2.03 2.35
Br -3.35 1.68 -0.47
C -4.14 -0.07 -0.65
C -5.42 -0.10 -1.17
C -6.05 -1.32 -1.37
C -5.39 -2.48 -1.04
C -4.09 -2.45 -0.48
C -3.48 -3.66 -0.12
C -2.25 -3.63 0.50
C -1.61 -2.42 0.74
C -2.10 -1.16 0.35
C -3.40 -1.21 -0.26
H -5.92 0.83 -1.41
H -7.05 -1.35 -1.77
H -5.86 -3.44 -1.18
H -3.99 -4.59 -0.31
H -1.77 -4.56 0.79
H -0.68 -2.49 1.28
F -1.01 -0.13 3.30
C 0.04 -0.43 2.43
F 1.12 0.32 2.93
H 0.32 -1.47 2.70
C 3.35 -2.95 2.30
C 2.84 -3.04 0.86
C 4.02 -2.81 -0.11
C 2.22 -4.42 0.62
N 1.80 -2.02 0.75
N 1.12 -1.89 -0.49
H 4.05 -3.75 2.51
H 2.51 -3.03 2.99
H 3.84 -2.00 2.47
H 4.85 -3.45 0.15
H 4.34 -1.77 -0.05
H 3.73 -3.02 -1.14
H 2.94 -5.21 0.85
H 1.91 -4.54 -0.42
H 1.34 -4.55 1.25
H 2.20 -1.11 0.98
H 0.40 -2.60 -0.56
H 1.74 -1.97 -1.30
*
```

Below is a structure of composition C32H34IrN4P at a distorted geometry, with properties calculated with wB97M-V/def2-TZVPD.

Summary:
ΔE to the lowest compared entry with this formula, charge and spin ... 0.247 eV
Gap between HOMO and LUMO (spin up / spin down) ... 5.16 / 5.14 eV
Strongest force on any atom ... 0.048 Eh/bohr
Calculated total energy ... -51797.15581 eV
E_HOMO (spin up / spin down) ... -16.672 / -16.592 eV

Structure (ORCA input):
```
! RIJCOSX wB97M-V def2-TZVPD def2/J DEFGRID3
* xyz 3 2
Ir -0.14 -0.17 0.02
C 3.56 -4.48 3.73
C 2.35 -3.89 4.07
C 1.82 -2.88 3.29
C 2.51 -2.46 2.15
C 3.72 -3.06 1.79
C 4.25 -4.06 2.60
P 1.86 -1.09 1.16
C 2.74 -1.26 -0.42
C 3.61 -0.30 -0.94
C 4.24 -0.56 -2.15
C 4.01 -1.74 -2.84
C 3.13 -2.69 -2.31
C 2.49 -2.45 -1.12
C 2.42 0.42 1.98
C 3.50 0.42 2.84
C 3.92 1.61 3.45
C 3.25 2.78 3.19
C 2.13 2.80 2.33
C 1.41 3.99 2.09
C 0.28 3.99 1.28
C -0.18 2.79 0.73
C 0.52 1.61 0.93
C 1.70 1.59 1.72
H 3.96 -5.29 4.33
H 1.82 -4.22 4.95
H 0.88 -2.42 3.56
H 4.27 -2.74 0.91
H 5.20 -4.50 2.34
H 3.81 0.61 -0.40
H 4.94 0.17 -2.55
H 4.50 -1.93 -3.78
H 2.97 -3.63 -2.83
H 1.81 -3.18 -0.70
H 4.04 -0.50 3.05
H 4.77 1.60 4.12
H 3.58 3.70 3.65
H 1.73 4.91 2.55
H -0.26 4.90 1.10
H -1.10 2.81 0.15
C -5.05 -2.34 -0.93
C -4.61 -1.53 0.30
C -3.24 -1.13 0.23
N -2.13 -0.84 0.14
H -6.09 -2.62 -0.80
H -4.46 -3.25 -1.04
H -4.96 -1.75 -1.84
H -4.74 -2.12 1.21
H -5.23 -0.63 0.40
C -0.14 -3.30 -4.57
C -1.18 -3.18 -3.47
N -0.80 -2.08 -2.60
C -0.11 -1.00 -3.00
N 0.21 -0.07 -2.08
C 0.82 1.20 -2.49
C 0.58 1.49 -3.96
C 1.00 0.27 -4.75
N 0.25 -0.89 -4.28
C -0.02 -1.95 -5.26
H -0.43 -4.06 -5.29
H 0.82 -3.58 -4.13
H -1.23 -4.09 -2.88
H -2.17 -3.01 -3.90
H -1.10 -2.09 -1.64
H 1.89 1.16 -2.27
H 0.41 2.00 -1.88
H 1.16 2.37 -4.26
H -0.47 1.70 -4.14
H 2.07 0.08 -4.64
H 0.80 0.40 -5.82
H 0.81 -1.96 -5.97
H -0.93 -1.72 -5.81
*
```